Computed, not measured: C20H16AuCl3N6O4S as an isolated structure, with ωB97M-V/def2-TZVPD.

The HOMO-LUMO gap (spin up / spin down) comes out at 6.16 / 6.05 eV. For the LUMO energy (spin up / spin down), the calculation gives -0.0745 / -0.0723 hartree.

```
! RIJCOSX wB97M-V def2-TZVPD def2/J DEFGRID3
* xyz 0 1
Au -1.48 -0.43 0.58
N 1.07 -4.02 1.19
C 0.43 -2.89 0.87
S -1.21 -2.75 1.43
N 1.12 -2.04 0.14
N 0.59 -0.90 -0.20
C 1.09 -0.04 -1.00
C 2.41 -0.25 -1.66
C 2.61 -1.36 -2.48
C 3.83 -1.54 -3.11
C 4.85 -0.62 -2.93
C 4.66 0.48 -2.10
C 3.44 0.66 -1.47
C 0.31 1.17 -1.30
C 0.65 2.03 -2.35
C -0.15 3.13 -2.61
C -1.27 3.37 -1.84
C -1.56 2.48 -0.83
N -0.79 1.42 -0.57
H 0.58 -4.74 1.69
H 2.01 -4.16 0.87
H 1.81 -2.08 -2.62
H 3.98 -2.39 -3.76
H 5.80 -0.75 -3.43
H 5.46 1.18 -1.93
H 3.28 1.50 -0.80
H 1.51 1.81 -2.96
H 0.11 3.79 -3.43
H -1.91 4.22 -2.02
H -2.43 2.59 -0.20
C -3.40 1.98 4.51
N -2.10 1.51 4.07
C -0.94 1.70 4.79
C 0.26 1.29 4.35
C 0.39 0.61 3.06
O 1.44 0.24 2.57
N -0.83 0.43 2.42
C -2.02 0.87 2.86
O -3.02 0.68 2.14
H -3.31 2.42 5.49
H -4.11 1.15 4.54
H -3.79 2.72 3.81
H -1.07 2.21 5.73
H 1.15 1.45 4.93
Cl -3.09 -2.61 -4.34
C -2.68 -3.06 -2.68
Cl -0.99 -3.60 -2.63
Cl -3.71 -4.39 -2.15
C -2.96 -1.79 -1.75
O -4.12 -1.51 -1.56
O -1.90 -1.20 -1.36
*
```

Computed, not measured: C4H12NO2S as an isolated structure, with ωB97M-V/def2-TZVPD.

The HOMO-LUMO gap comes out at 4.56 eV. For the LUMO energy, the calculation gives 0.0206 hartree.

```
! RIJCOSX wB97M-V def2-TZVPD def2/J DEFGRID3
* xyz -1 1
C -1.17 1.68 0.08
O -1.36 2.15 1.31
C -0.49 0.22 0.00
C -0.52 -0.20 -1.44
C 0.31 -1.51 -1.70
S 1.75 -1.93 -0.69
N -1.30 -0.86 0.67
H -0.60 2.26 -0.67
H -2.22 1.52 -0.41
H 0.48 0.26 0.45
H -0.22 0.73 -2.13
H -1.50 -0.46 -1.55
H -0.31 -2.34 -1.39
H 0.41 -1.62 -2.82
H 0.03 1.19 -2.77
H -1.36 -0.70 1.67
H -0.67 -1.72 0.56
H -0.03 2.02 2.19
H 1.40 1.30 1.90
O 0.98 2.02 2.42
*
```

Computed, not measured: C36H45N5O2PS5SbTl as an isolated structure, with ωB97M-V/def2-TZVPD.

The HOMO-LUMO gap (spin up / spin down) comes out at 5.51 / 5.26 eV. For the LUMO energy (spin up / spin down), the calculation gives 0.0746 / 0.0603 hartree.

```
! RIJCOSX wB97M-V def2-TZVPD def2/J DEFGRID3
* xyz -1 1
Tl 1.49 0.04 -0.88
O 0.17 -2.29 -2.58
C -0.40 -3.36 -1.90
C -0.36 -3.31 -0.38
C -0.85 -4.41 0.33
C -0.67 -4.47 1.69
C -0.03 -3.41 2.33
C 0.35 -2.33 1.57
N 0.20 -2.27 0.24
H -0.45 -1.53 -2.59
H 0.17 -4.24 -2.19
H -1.44 -3.53 -2.21
H -1.33 -5.22 -0.21
H -1.03 -5.32 2.26
H 0.15 -3.43 3.40
H 0.83 -1.47 2.03
O 2.68 1.36 1.33
C 2.10 1.44 2.31
C 1.32 1.51 3.42
C 1.85 1.74 4.74
C 1.00 1.92 5.79
C -0.39 1.92 5.61
C -0.92 1.67 4.34
C -0.12 1.41 3.25
P -0.77 1.03 1.57
C -2.23 -0.02 1.96
C -2.29 -0.85 3.08
C -3.36 -1.72 3.27
C -4.39 -1.78 2.34
C -4.35 -0.95 1.23
C -3.28 -0.09 1.03
C -1.51 2.68 1.22
C -0.60 3.64 0.77
C -1.01 4.94 0.51
C -2.34 5.30 0.70
C -3.25 4.36 1.18
C -2.84 3.05 1.44
H 2.93 1.77 4.87
H 1.42 2.09 6.77
H -1.05 2.10 6.45
H -2.00 1.66 4.20
H -1.50 -0.82 3.82
H -3.38 -2.36 4.14
H -5.22 -2.45 2.49
H -5.15 -0.98 0.50
H -3.24 0.53 0.15
H 0.44 3.37 0.62
H -0.28 5.66 0.15
H -2.66 6.31 0.49
H -4.28 4.64 1.35
H -3.56 2.34 1.81
S 2.90 4.55 1.06
Sb 3.75 3.55 -0.83
S 1.78 1.59 -3.52
S 1.53 2.94 -2.04
S 5.13 1.78 -0.31
C -2.06 3.31 -2.45
N -2.56 2.46 -3.52
C -3.72 3.01 -4.21
C -2.31 1.13 -3.52
S -1.71 0.35 -2.15
N -2.61 0.46 -4.67
C -2.43 1.09 -5.97
C -2.57 -0.99 -4.71
H -2.02 4.34 -2.81
H -1.06 3.01 -2.16
H -2.71 3.26 -1.56
H -4.38 3.47 -3.48
H -4.27 2.22 -4.72
H -3.43 3.77 -4.94
H -2.10 2.12 -5.86
H -3.36 1.07 -6.55
H -1.66 0.55 -6.53
H -2.98 -1.40 -3.79
H -1.55 -1.36 -4.84
H -3.18 -1.33 -5.55
C 4.15 -1.57 1.14
C 5.41 -2.46 1.37
N 5.73 -3.20 0.15
C 4.63 -4.12 -0.15
C 3.29 -3.33 -0.24
N 3.56 -1.89 -0.17
C 4.53 -1.53 -1.22
C 5.88 -2.25 -0.96
H 4.42 -0.52 1.13
H 3.40 -1.74 1.91
H 5.24 -3.19 2.18
H 6.27 -1.85 1.64
H 4.58 -4.87 0.64
H 4.86 -4.62 -1.09
H 2.62 -3.59 0.58
H 2.78 -3.52 -1.19
H 4.66 -0.44 -1.21
H 4.10 -1.81 -2.19
H 6.65 -1.53 -0.68
H 6.22 -2.80 -1.84
*
```

Computed, not measured: an isolated ion of composition C7H16N5S2 and charge +1, with ωB97M-V/def2-TZVPD.

The HOMO-LUMO gap comes out at 8.33 eV. For the LUMO energy, the calculation gives -0.1277 hartree.

```
! RIJCOSX wB97M-V def2-TZVPD def2/J DEFGRID3
* xyz 1 1
C 3.72 -1.73 0.04
C 2.70 0.90 0.26
C -3.44 -0.86 -0.28
C 2.19 2.13 -0.31
C 0.82 1.97 -1.01
C -0.08 1.40 0.04
C -1.30 0.71 -0.50
N 3.03 -2.79 0.12
N 2.93 0.81 1.46
N -1.81 -1.28 1.67
N -4.56 -0.29 -0.70
N -2.87 -2.00 -0.44
S 2.92 -0.46 -0.94
S -2.37 0.07 1.00
H 4.73 -1.40 0.61
H 2.94 2.42 -1.11
H 2.12 2.88 0.59
H 1.13 1.27 -1.82
H 0.32 2.91 -1.43
H 0.51 0.57 0.46
H -0.12 2.29 0.76
H -1.88 1.33 -1.18
H -1.06 -0.27 -0.96
H 3.39 -3.50 0.61
H 3.28 -0.14 1.65
H -1.47 -1.42 2.66
H -5.19 -0.92 -1.25
H -5.02 0.29 -0.03
H -3.40 -2.83 -0.76
H -2.15 -2.05 0.79
*
```

In kcal per mole, the energy relative to the best compared isomer or geometry (same formula, charge and spin) values for the records above are, in order, 0.0 152.8 49.2 22.4.